Formula: C2H4Br2
Source: OMol25
Level of theory: the ωB97M-V functional and the def2-TZVPD basis

Geometry as XYZ:
```
8
Properties=species:S:1:pos:R:3:forces:R:3
Br -1.29299 -0.46600 -1.97274 0.950 0.189 0.820
C 0.14312 -0.48158 -0.58094 0.521 -0.027 0.476
C -0.17010 0.46060 0.59475 -0.265 -0.508 -0.151
Br 1.47034 0.93491 1.67764 -1.132 -0.404 -0.872
H 1.13951 -0.24998 -0.95736 -0.424 0.309 -0.751
H 0.22750 -1.52396 -0.27366 -0.342 0.135 0.145
H -0.86414 -0.04831 1.26365 0.228 0.228 0.204
H -0.65323 1.37433 0.24865 0.465 0.078 0.128
```
Forces are in eV/Å.

Its energy above the lowest of the compared OMol25 structures with the same formula, charge and spin is 27.3 kJ/mol. The energy comes out at -142223.691 eV. As for the charge: 0. As for the structure (SMILES): BrCCBr. The HOMO-LUMO gap comes out at 10.90 eV.

Here are the Mulliken charges for atoms 1 to 2, given in e: number 1, Br, carries -0.15; number 2, C, carries -0.56



Formula: C6H10O
Source: OMol25
Level of theory: the ωB97M-V functional and the def2-TZVPD basis

Geometry as XYZ:
```
17
Properties=species:S:1:pos:R:3:forces:R:3
C -0.33131 -1.02111 2.38513 -0.262 0.780 1.530
C 0.38469 -0.61656 1.33826 1.244 0.606 1.089
O 1.65292 -1.13959 1.13809 -0.652 -0.086 -0.590
C -0.07237 0.37692 0.37504 0.739 -0.473 0.493
C 0.52506 0.49507 -0.82159 -0.730 -0.416 -0.673
C -0.23469 0.71108 -2.09198 0.150 3.286 -0.356
C -1.70246 1.09835 -1.92901 -0.121 -0.930 0.279
H 0.06817 -1.59956 3.21206 0.405 -0.574 -0.584
H -1.16830 -0.46422 2.79490 -0.400 -0.012 -0.918
H 1.58640 -2.06355 1.39476 0.344 -0.067 0.148
H -0.92068 0.92668 0.76304 -0.761 -0.451 -0.909
H 1.59599 0.37185 -0.94301 -0.103 -1.050 0.167
H 0.20967 1.60615 -2.57325 0.110 -0.112 -0.005
H -0.08179 -0.00180 -2.90289 0.056 -0.731 0.647
H -2.24307 0.31433 -1.39094 -0.086 -0.034 -0.112
H -1.86177 2.00795 -1.35440 0.260 0.161 -0.058
H -2.15352 1.21303 -2.90657 -0.193 0.103 -0.148
```
Forces are in eV/Å.

Its energy above the lowest of the compared OMol25 structures with the same formula, charge and spin is 180.5 kJ/mol. The energy comes out at -8429.370 eV. As for the charge: 0. As for the structure (SMILES): C=C(O)/C=C/CC. The HOMO-LUMO gap comes out at 8.88 eV.

Here are the Mulliken charges for atoms 1 to 2, given in e: number 1, C, carries -1.02; number 2, C, carries 0.69



Formula: C2H3NS2
Source: OMol25
Level of theory: the ωB97M-V functional and the def2-TZVPD basis

Geometry as XYZ:
```
8
Properties=species:S:1:pos:R:3:forces:R:3
S 2.37424 -0.19702 -0.11912 0.109 0.025 0.285
C 0.82055 -0.28632 0.29491 -0.397 -1.345 -0.825
C 0.00902 0.97511 0.12891 -3.512 -0.763 0.365
N -1.28512 1.14175 -0.12406 2.767 -3.713 1.093
S -1.97436 -0.58626 -0.02340 -1.841 2.662 -0.883
H 0.40915 -1.37988 0.45559 0.322 2.616 -0.013
H 0.47620 1.86902 0.40490 1.256 1.300 -0.258
H -3.26494 -0.08166 -0.25478 1.296 -0.782 0.236
```
Forces are in eV/Å.

Its energy above the lowest of the compared OMol25 structures with the same formula, charge and spin is 205.4 kJ/mol. The energy comes out at -25280.441 eV. As for the charge: 0. As for the structure (SMILES): S=C/C=N\S. The HOMO-LUMO gap comes out at 7.80 eV.

Here are the Mulliken charges for atoms 1 to 2, given in e: number 1, S, carries -0.17; number 2, C, carries -0.20



Formula: C35H54IrN4OS2SbSi4
Source: OMol25
Level of theory: the ωB97M-V functional and the def2-TZVPD basis

Geometry as XYZ:
```
102
Properties=species:S:1:pos:R:3:forces:R:3
Ir -0.32897 0.59555 0.63077 -0.298 1.690 1.648
O 2.34486 0.43374 0.25923 0.224 -0.120 0.040
N 2.94654 1.49686 0.72726 0.087 -0.364 -0.202
C 4.13993 1.31836 1.35432 -0.092 -0.055 -0.087
C 4.87879 2.35361 1.85501 -0.233 0.067 -0.089
C 4.35441 3.64539 1.71011 -0.012 0.018 -0.036
C 3.13967 3.81196 1.09581 0.017 0.086 0.050
C 2.37618 2.73579 0.58552 0.541 0.135 0.323
S 0.85922 2.94103 -0.10504 -0.647 -0.556 -0.370
H 4.43228 0.27906 1.39267 0.017 -0.004 -0.001
H 5.82268 2.15397 2.33831 0.042 0.016 0.013
H 4.89718 4.50495 2.08079 -0.003 0.023 0.013
H 2.69982 4.79280 0.98218 0.026 0.032 0.034
C -1.34984 0.06355 -3.74804 0.001 -0.012 -0.003
Sb -1.20137 -1.58224 -2.37738 -0.124 -0.031 0.023
C -1.67503 -0.48718 -0.56574 -0.050 -0.292 -0.731
C -1.80671 -1.45289 0.54593 -0.181 -0.160 0.127
C -2.13064 -2.81510 0.53534 -0.145 -0.014 0.180
C -2.08609 -3.52509 1.71628 0.067 0.006 0.138
C -1.70250 -2.89368 2.90227 -0.179 -0.056 -0.233
C -1.37183 -1.55837 2.84198 -0.123 0.454 0.173
N -1.44680 -0.84995 1.71370 0.601 -0.814 -1.296
Si -3.35548 0.36046 -0.82462 0.100 -0.209 -0.053
C -3.17555 2.09167 -1.53849 -0.002 -0.125 0.079
C -4.41254 0.28267 0.73744 0.126 0.085 -0.131
C -4.46412 -0.64343 -2.01119 0.053 0.112 0.089
C 0.98241 -2.00231 -2.63183 -0.019 -0.053 -0.279
C 1.54786 -2.42175 -1.30680 0.230 -0.101 0.238
C 2.66233 -3.27288 -1.23340 0.071 0.007 0.200
C 3.21093 -3.60498 -0.01230 -0.058 0.055 0.090
C 2.64171 -3.08766 1.14664 0.127 -0.103 -0.175
C 1.54142 -2.27429 0.99233 -0.263 0.044 0.077
N 0.99684 -1.96046 -0.18132 -0.041 -0.187 -0.231
Si 0.90113 -3.49466 -3.83540 -0.004 0.153 0.102
C 0.19889 -5.00448 -2.95347 -0.013 0.121 -0.017
C -0.23592 -3.15409 -5.30284 0.091 -0.090 0.051
C 2.53495 -4.06345 -4.62013 -0.096 0.077 -0.005
Si 2.07440 -0.59484 -3.34380 0.029 -0.060 -0.009
C 1.62921 1.13497 -2.81517 -0.043 -0.169 0.038
C 2.07228 -0.53403 -5.24065 -0.020 -0.009 0.128
C 3.85958 -0.91466 -2.83383 -0.098 0.086 -0.063
H -2.39769 0.25910 -3.95609 -0.097 -0.019 -0.017
H -0.86036 -0.20409 -4.68094 0.048 -0.003 -0.075
H -0.89907 0.95934 -3.33690 0.028 0.071 0.054
H -2.40252 -3.30021 -0.39231 0.021 0.007 -0.003
H -2.33331 -4.57959 1.71905 -0.020 -0.021 0.017
H -1.65975 -3.42430 3.84135 -0.001 -0.026 0.042
H -1.06076 -1.00862 3.72357 0.130 0.005 0.012
H -2.18857 2.49411 -1.31896 0.103 0.024 0.044
H -3.91325 2.77209 -1.11423 -0.085 0.053 0.050
H -3.31073 2.07834 -2.61953 -0.015 -0.005 -0.091
H -3.95251 0.74627 1.60418 0.048 0.046 0.065
H -4.62429 -0.76090 0.97330 -0.039 -0.116 0.007
H -5.36415 0.77994 0.53638 -0.073 0.030 0.001
H -4.10705 -0.74444 -3.03250 0.090 0.025 -0.135
H -5.44493 -0.16327 -2.05836 -0.060 0.037 0.022
H -4.61467 -1.65147 -1.62323 -0.022 -0.103 0.069
H 3.11302 -3.64842 -2.13448 0.040 -0.043 -0.084
H 4.07853 -4.25198 0.03161 0.014 -0.024 0.018
H 3.02864 -3.30404 2.13289 0.038 -0.027 -0.005
H 1.04614 -1.85063 1.85989 0.051 0.029 -0.020
H -0.87420 -4.88332 -2.80230 -0.047 0.001 0.003
H 0.65389 -5.17324 -1.97844 0.081 0.012 0.061
H 0.36210 -5.89580 -3.56118 -0.006 -0.071 -0.055
H -1.26451 -2.97674 -4.99488 -0.069 -0.005 0.041
H -0.23064 -4.04936 -5.92977 -0.006 -0.040 -0.053
H 0.08133 -2.31777 -5.92032 0.084 0.085 -0.041
H 3.22869 -4.53868 -3.93110 0.010 -0.092 0.111
H 3.07866 -3.26785 -5.12576 0.002 0.051 -0.018
H 2.27107 -4.81170 -5.37237 0.003 -0.024 -0.048
H 0.99189 1.16364 -1.92920 0.071 -0.096 -0.120
H 1.13161 1.67411 -3.62145 0.002 0.072 -0.052
H 2.53469 1.68035 -2.54355 0.035 0.022 -0.012
H 1.12022 -0.18230 -5.63269 -0.103 0.054 -0.033
H 2.33483 -1.44674 -5.76777 0.032 -0.100 0.000
H 2.82103 0.21852 -5.49815 0.041 0.077 -0.040
H 3.95985 -0.75892 -1.76044 0.006 0.019 0.118
H 4.50065 -0.19276 -3.34378 0.029 0.066 -0.033
H 4.21745 -1.91335 -3.07354 0.055 -0.097 -0.069
C -3.85041 2.83063 4.69143 0.086 0.095 -0.013
Si -2.25943 3.83037 4.62964 -0.025 -0.061 -0.024
C -2.46000 5.32537 3.52028 0.013 -0.064 0.070
C -1.91751 4.47155 6.37329 -0.050 -0.043 -0.114
C -0.80288 2.75064 4.14048 -0.017 0.098 0.230
C 0.20566 2.42832 5.03216 0.090 0.010 0.003
C 1.27596 1.60799 4.66186 -0.132 0.072 -0.112
C 1.29810 1.14064 3.36521 0.028 -0.013 0.004
N 0.33597 1.42771 2.48933 0.159 -0.228 -0.206
C -0.71707 2.19471 2.84553 -0.006 0.196 0.148
S -1.89087 2.35594 1.61393 -0.324 0.397 0.289
H -4.58086 3.31438 5.34216 -0.064 0.036 0.040
H -3.66454 1.82747 5.07437 0.029 -0.067 0.062
H -4.28125 2.72518 3.69832 -0.005 -0.004 -0.091
H -3.28971 5.93556 3.88180 -0.063 0.066 0.010
H -2.65836 5.02931 2.49275 -0.014 -0.044 -0.036
H -1.55991 5.93955 3.52467 0.082 0.051 0.021
H -2.66589 5.22016 6.63443 -0.076 0.061 0.025
H -0.93940 4.94437 6.45057 0.097 0.058 -0.013
H -1.97122 3.68231 7.12183 0.012 -0.110 0.069
H 0.17541 2.81892 6.04245 -0.018 0.027 0.051
H 2.06573 1.35355 5.35197 0.058 -0.004 0.035
H 2.09910 0.51618 2.99103 0.012 -0.084 -0.017
```
Forces are in eV/Å.

The energy comes out at -107740.569 eV. As for the charge: -1. The HOMO-LUMO gap (alpha / beta) comes out at 5.25 / 6.10 eV. The multiplicity is 2.

Here are the Mulliken charges for atoms 1 to 2, given in e: number 1, Ir, carries 1.41; number 2, O, carries 0.16



Formula: C3H7N2O
Source: OMol25
Level of theory: the ωB97M-V functional and the def2-TZVPD basis

Geometry as XYZ:
```
13
Properties=species:S:1:pos:R:3:forces:R:3
C 0.13378 -1.30379 0.21100 -1.942 0.699 -1.678
C -1.04712 -0.32190 0.15282 -2.011 0.036 -0.898
C 0.91079 0.74195 -0.42250 3.668 0.683 -3.119
N 1.12850 -0.66246 -0.58807 0.446 1.154 -1.235
N -0.36262 1.01522 0.29466 1.121 -1.977 1.905
O 1.92650 0.18429 0.31615 -0.643 1.195 0.177
H 0.57333 -1.49225 1.12641 0.283 -0.373 2.298
H -0.13315 -2.20762 -0.26425 -0.307 -1.146 -0.409
H -1.55403 -0.14003 -0.87023 1.022 -1.348 1.309
H -1.89635 -0.49893 0.85240 0.896 0.421 -0.130
H 1.51618 1.65348 -1.93996 -1.732 -1.678 3.619
H -0.83956 1.71374 -0.14154 -1.842 2.510 -1.990
H -0.35624 1.31829 1.27313 1.043 -0.175 0.151
```
Forces are in eV/Å.

Its energy above the lowest of the compared OMol25 structures with the same formula, charge and spin is 750.9 kJ/mol. The energy comes out at -8238.356 eV. As for the charge: +1. The HOMO-LUMO gap comes out at 9.99 eV.

Here are the Mulliken charges for atoms 1 to 2, given in e: number 1, C, carries -0.46; number 2, C, carries -0.47



Formula: CH4N2S
Source: OMol25
Level of theory: the ωB97M-V functional and the def2-TZVPD basis

Geometry as XYZ:
```
8
Properties=species:S:1:pos:R:3:forces:R:3
N 2.14800 0.14269 0.06973 4.087 -0.748 2.622
N 0.93397 -0.38639 -0.12584 -3.037 1.125 -0.501
C -0.12956 0.45836 0.02554 -0.160 -0.581 -1.011
S -1.69802 -0.06452 0.01341 0.805 0.435 0.191
H 2.83233 0.26699 -0.68192 -1.042 -0.520 -0.434
H 2.65236 -0.43462 0.80983 -0.775 1.367 -1.128
H 0.68325 -1.35890 -0.07778 0.484 -0.476 -0.156
H 0.20402 1.51465 -0.02513 -0.361 -0.602 0.418
```
Forces are in eV/Å.

Its energy above the lowest of the compared OMol25 structures with the same formula, charge and spin is 171.8 kJ/mol. The energy comes out at -14915.824 eV. As for the charge: 0. As for the structure (SMILES): NNC=S. The HOMO-LUMO gap comes out at 9.23 eV.

Here are the Mulliken charges for atoms 1 to 2, given in e: number 1, N, carries -0.58; number 2, N, carries 0.00